No. 1
A cluster of 2 separate species, C4H6N2O2 in total, computed with ωB97M-V/def2-TZVPD.

Calculated values
Maximum force, Eh/bohr: 0.1559
LUMO energy, eV: -0.69
Relative energy (zero: lowest compared OMol25 entry of this formula, charge and spin), kcal/mol: 124.9

```
14
Properties=species:S:1:pos:R:3:forces:R:3
C -0.739 1.126 -0.061 -2.97 1.12 -0.18
C -0.243 -0.166 -0.138 -4.63 -0.14 0.95
C -1.438 -1.069 0.017 3.55 -4.25 -1.67
C 1.126 -0.380 0.047 5.35 2.51 -1.29
H -0.826 3.094 0.813 3.74 -2.71 -3.60
H 0.928 2.110 -0.140 2.62 0.17 0.75
H -1.937 1.422 -0.043 3.17 -1.84 0.13
H -1.090 -2.233 -0.097 -0.51 1.86 0.68
H 2.767 -1.865 -0.589 -3.04 2.40 3.33
H 1.321 -2.279 -0.215 -2.87 -3.08 -0.64
N -0.036 2.219 -0.056 -5.84 4.46 3.20
N 1.842 -1.610 0.206 3.45 1.07 -2.29
O -2.610 -0.879 0.024 -1.01 1.19 0.35
O 1.856 0.683 -0.020 -1.01 -2.76 0.27
```
Positions in Å, forces in eV/Å.

No. 2
A cluster of 9 separate species, C34H54O27 in total, computed with ωB97M-V/def2-TZVPD.

Calculated values
Maximum force, Eh/bohr: 0.1731
LUMO energy, eV: -0.12
Relative energy (zero: lowest compared OMol25 entry of this formula, charge and spin), kcal/mol: 123.7

```
115
Properties=species:S:1:pos:R:3:forces:R:3
C 1.725 0.960 3.236 -0.75 -0.41 1.42
C 0.947 0.517 1.985 1.13 -3.26 4.14
C -0.547 0.351 2.099 0.23 -1.15 -1.55
O -1.005 1.546 1.493 -2.23 1.04 0.87
C -0.010 2.184 0.934 -0.46 3.53 -2.78
O -0.075 3.227 0.258 -0.17 -2.67 1.95
O 1.080 1.501 1.097 2.50 1.84 -3.00
H 1.799 0.222 4.084 -0.17 0.33 -1.25
H 1.249 1.844 3.699 0.29 -0.03 -0.44
H 2.731 1.187 2.904 0.22 0.20 0.10
H 1.404 -0.445 1.684 -0.14 0.64 -0.29
H -0.943 0.153 3.072 -0.29 0.26 0.52
H -0.845 -0.420 1.376 -0.21 -0.33 0.57
C 4.124 2.410 0.016 2.11 -0.88 0.47
C 4.477 3.819 0.287 -0.35 0.96 0.01
C 3.326 4.690 0.747 -0.22 1.14 -0.43
O 3.481 4.740 2.188 0.12 0.41 -0.25
C 4.737 4.369 2.470 2.60 -0.60 4.34
O 5.324 4.395 3.606 -2.95 0.18 -4.45
O 5.344 3.851 1.407 0.74 0.34 0.66
H 3.435 2.326 -0.758 -1.38 -0.31 -1.25
H 3.822 1.923 0.929 -0.72 0.05 0.36
H 5.018 1.819 -0.225 -0.03 0.29 -0.34
H 4.956 4.431 -0.471 0.36 -0.84 -0.63
H 2.344 4.368 0.451 -0.46 -0.72 0.41
H 3.397 5.687 0.246 0.22 -0.28 1.09
C 0.138 -5.994 3.889 -1.51 1.00 1.20
C 0.566 -4.880 2.965 -1.78 -1.16 -1.28
C -0.476 -3.711 2.905 1.75 0.00 -0.75
O 0.334 -2.554 3.239 -0.94 -1.43 -0.09
C 1.577 -2.984 3.427 3.99 2.30 0.06
O 2.477 -2.161 3.574 -1.70 -2.16 0.04
O 1.775 -4.342 3.335 0.25 3.09 0.87
H -0.665 -6.497 3.424 -1.22 -0.54 -0.74
H -0.328 -5.634 4.864 0.95 -0.12 -1.06
H 0.803 -6.789 4.096 1.34 -0.33 0.15
H 0.693 -5.203 1.918 -0.08 -0.49 0.41
H -1.249 -3.841 3.591 -1.22 -0.02 1.37
H -0.899 -3.543 1.924 0.00 -0.06 -0.27
C 0.866 -2.824 -0.366 0.85 -0.85 -0.61
C 2.378 -2.669 -0.574 -1.11 1.27 -0.16
C 2.828 -1.174 -0.524 0.19 -1.30 -0.91
O 3.878 -1.192 0.415 0.15 -0.84 0.86
C 3.968 -2.455 0.965 4.48 1.15 2.34
O 4.822 -2.799 1.763 -1.46 1.18 -1.18
O 3.136 -3.292 0.464 -2.51 -1.20 -1.34
H 0.689 -3.886 -0.072 -0.30 0.81 -0.31
H 0.347 -2.546 -1.306 0.21 -0.41 0.59
H 0.534 -2.134 0.395 -0.23 0.01 0.42
H 2.687 -3.079 -1.523 0.10 -0.46 -0.18
H 2.052 -0.491 -0.225 -0.23 0.18 0.10
H 3.184 -0.910 -1.524 0.11 0.40 0.35
C -2.002 1.677 -3.643 2.12 -0.43 -0.38
C -1.242 1.657 -2.322 -0.74 -0.56 0.47
C -1.004 0.203 -1.783 -1.81 0.99 0.07
O 0.348 -0.016 -1.935 1.74 0.06 0.16
C 0.956 1.118 -2.385 2.18 -0.94 0.21
O 2.136 1.221 -2.579 -0.49 -0.45 0.13
O 0.109 2.067 -2.577 -1.68 2.00 0.03
H -1.394 1.125 -4.404 -0.26 0.45 0.55
H -2.186 2.659 -4.047 -0.26 0.30 0.04
H -2.863 1.097 -3.526 -1.74 -0.49 0.14
H -1.746 2.249 -1.488 1.01 -0.28 -1.29
H -1.484 -0.551 -2.385 -0.64 -0.12 -0.01
H -1.354 0.164 -0.736 0.45 -0.39 -0.39
C -3.088 -4.097 -3.988 0.38 -1.28 -0.66
C -3.524 -3.197 -2.920 -2.93 1.78 -1.01
C -4.602 -3.682 -1.931 -1.13 -0.73 -1.07
O -4.146 -3.216 -0.659 0.95 0.17 -1.23
C -2.886 -2.706 -0.867 0.27 0.60 4.06
O -2.213 -2.299 0.070 -1.03 -0.54 -1.63
O -2.498 -2.703 -2.112 0.83 -0.16 -0.28
H -3.926 -4.545 -4.533 -0.01 0.17 0.25
H -2.471 -4.889 -3.614 0.17 -0.81 0.51
H -2.450 -3.640 -4.715 0.19 0.75 -0.45
H -4.021 -2.328 -3.416 0.68 -0.14 0.22
H -4.733 -4.772 -1.993 0.45 0.09 0.63
H -5.618 -3.296 -2.228 1.08 0.14 0.78
C 5.402 -0.272 4.345 0.12 -0.29 0.07
C 5.818 0.927 3.515 -0.62 -0.74 0.80
C 7.159 1.448 3.885 -0.03 0.73 1.24
O 7.854 1.547 2.690 2.01 1.44 0.16
C 7.163 0.965 1.765 2.25 -0.92 -4.78
O 7.494 0.719 0.627 1.12 0.91 0.15
O 6.035 0.560 2.133 -4.89 -0.96 2.89
H 6.262 -0.914 4.588 -0.30 0.09 -0.26
H 4.686 -0.823 3.767 -0.32 -0.62 -0.28
H 4.893 -0.038 5.288 0.25 0.43 -0.18
H 5.077 1.695 3.634 -0.53 0.48 -0.62
H 7.638 0.741 4.498 0.93 -1.01 0.86
H 7.146 2.377 4.428 -0.08 0.61 -0.13
C -2.612 4.930 -2.123 1.57 0.41 0.44
O -3.806 4.286 -1.811 -2.98 -2.29 0.26
C -4.750 4.057 -2.719 0.11 2.56 -6.53
O -4.707 4.657 -3.958 -0.62 -3.73 7.18
O -5.707 3.152 -2.303 1.63 1.09 -0.03
C -6.827 2.932 -3.182 -0.40 1.24 -1.63
H -2.859 5.953 -2.417 0.54 -0.17 -0.18
H -2.019 4.357 -2.871 -0.58 0.70 0.27
H -2.048 4.881 -1.151 -0.41 0.35 -1.05
H -6.501 2.525 -4.159 0.17 0.38 0.51
H -7.282 3.938 -3.380 0.16 -1.06 0.13
H -7.592 2.217 -2.818 0.90 0.55 0.74
C -6.414 -0.523 -4.195 -1.47 -2.05 -0.63
O -5.421 0.120 -3.512 2.86 1.58 2.44
C -5.429 -0.024 -2.183 -6.80 -4.46 3.63
O -6.490 -0.709 -1.511 6.13 4.07 -4.12
O -4.388 0.413 -1.561 1.07 0.37 -1.20
C -4.342 0.602 -0.156 -1.52 0.28 1.05
H -7.349 -0.041 -3.968 -0.66 -0.14 0.07
H -6.406 -1.570 -3.808 -0.59 0.58 -0.73
H -6.251 -0.470 -5.280 0.37 0.03 0.48
H -4.974 -0.078 0.395 -0.67 -0.09 -0.33
H -4.558 1.633 0.086 -0.55 0.27 -0.26
H -3.403 0.450 0.281 1.95 -0.51 -0.41
```
Positions in Å, forces in eV/Å.

No. 3
A structure of composition C2H4FeI3O4S, computed with ωB97M-V/def2-TZVPD.

Calculated values
Maximum force, Eh/bohr: 0.0960
Total charge: -1
2S+1: 5
LUMO energy (alpha / beta), eV: 2.46 / 2.46
Relative energy (zero: lowest compared OMol25 entry of this formula, charge and spin), kcal/mol: 29.6

```
15
Properties=species:S:1:pos:R:3:forces:R:3
Fe 1.486 3.330 0.194 -0.13 -0.85 -0.64
I -0.053 3.046 2.296 0.07 0.31 -0.09
I 0.076 3.190 -2.395 0.47 0.24 0.88
I 4.089 2.843 0.527 -0.34 0.47 -0.10
C -0.882 -1.965 -0.734 0.03 0.39 0.75
C -1.660 -0.989 0.247 0.33 -2.37 0.07
O -0.709 -0.048 0.687 1.37 0.62 -0.69
S 0.853 -0.405 0.185 -0.91 3.12 -0.05
O 1.471 -1.288 1.131 -0.51 0.34 -0.96
O 1.540 0.885 -0.135 -2.23 -4.39 0.33
O 0.280 -1.228 -1.115 1.53 0.78 0.59
H -1.337 -2.276 -1.674 -0.34 0.42 0.22
H -0.587 -2.863 -0.191 0.12 -0.03 0.01
H -1.942 -1.537 1.147 0.00 -0.35 -0.03
H -2.624 -0.697 -0.171 0.56 1.32 -0.28
```
Positions in Å, forces in eV/Å.

No. 4
A structure of composition C10H30ClIIrP3, computed with ωB97M-V/def2-TZVPD.

Calculated values
Maximum force, Eh/bohr: 0.1585
Total charge: +2
2S+1: 5
LUMO energy (alpha / beta), eV: -7.70 / -9.55
Relative energy (zero: lowest compared OMol25 entry of this formula, charge and spin), kcal/mol: 316.8

```
46
Properties=species:S:1:pos:R:3:forces:R:3
C -1.274 1.878 0.644 -6.66 -1.32 -2.70
I 0.980 2.067 2.278 4.73 -2.95 1.84
H -1.722 1.732 -0.382 0.29 1.04 0.16
H -2.043 2.665 1.165 2.57 -1.21 -1.69
H -2.101 0.974 0.822 3.54 0.89 -0.28
Ir -1.530 -1.786 0.258 1.14 3.17 1.31
P 0.340 2.591 -0.050 -4.11 6.02 -3.65
C -0.057 4.180 0.886 -0.93 -1.52 0.78
C 1.689 2.941 -1.242 5.06 -1.99 3.40
H 1.595 3.950 -1.611 -0.22 0.23 0.62
H -0.226 4.395 -1.946 0.04 -0.29 0.17
H 1.631 2.284 -2.085 0.31 -0.68 -0.19
H -0.431 2.693 -2.417 -0.16 -0.98 -1.63
H 0.481 3.997 1.815 -0.86 2.19 -0.43
H 2.698 2.811 -0.571 -1.87 0.25 -2.20
C -0.612 3.408 -1.682 -0.65 -0.08 2.64
H 0.076 5.161 0.553 0.51 1.24 -1.26
H -1.647 3.512 -1.421 -0.66 -0.03 -0.25
H -1.142 3.959 1.028 1.25 1.38 0.14
P 0.258 -3.072 -0.155 2.99 0.44 -1.44
C -0.023 -4.018 1.321 0.05 -1.61 -0.54
C -0.923 -3.478 -1.526 2.88 -0.82 1.08
H 2.110 -2.449 -1.549 0.46 0.42 -0.74
H 2.442 -4.066 -0.679 0.06 2.31 0.30
H 2.466 -2.340 0.214 0.93 0.09 0.29
C 2.137 -2.940 -0.608 -2.89 -3.20 0.51
H -0.604 -2.884 -2.350 -0.05 0.11 -0.82
H -0.683 -4.527 -1.564 -1.35 -0.74 -0.87
H -0.194 -5.104 1.006 0.07 1.24 1.16
H -0.916 -3.483 1.727 0.45 -1.25 0.52
H -1.853 -3.132 -1.088 -1.64 -0.99 -0.81
H 0.883 -3.846 1.940 -0.77 -0.39 -0.04
Cl 0.091 -0.560 -1.219 -0.55 1.13 -0.34
C -1.564 0.914 3.114 0.16 2.04 2.79
P -0.995 -0.611 2.276 -1.47 1.84 -0.08
C -0.071 -1.063 3.706 1.00 -0.83 0.94
C -2.761 -1.316 2.408 2.18 -0.50 -1.08
H -0.548 1.505 3.501 -3.58 -1.53 -0.22
H -2.273 0.860 4.070 1.49 -0.41 -2.02
H -1.995 1.516 2.312 -0.25 -0.19 2.20
H 0.702 -0.275 3.937 -0.93 -0.85 -0.31
H -0.908 -0.987 4.412 0.85 -0.55 0.75
H 0.441 -2.030 3.658 -0.32 0.10 0.38
H -2.522 -1.780 3.379 -1.34 -1.01 -0.66
H -3.517 -0.528 2.437 0.02 -0.55 -0.30
H -2.829 -2.099 1.378 -1.79 0.33 2.56
```
Positions in Å, forces in eV/Å.

No. 5
A structure of composition C26H52GaN4O4, computed with ωB97M-V/def2-TZVPD.

Calculated values
Maximum force, Eh/bohr: 0.0669
Total charge: -1
2S+1: 3
LUMO energy (alpha / beta), eV: 2.30 / 1.88

```
87
Properties=species:S:1:pos:R:3:forces:R:3
C -1.212 -5.999 -3.110 -0.92 -0.39 0.40
C -1.281 -4.555 -2.530 0.75 0.52 0.11
O -0.229 -4.037 -2.211 -0.30 -0.57 0.31
N -2.486 -3.830 -2.298 0.63 -0.30 -1.06
C -2.250 -2.525 -1.657 -0.31 0.56 0.86
C -3.379 -3.753 -3.485 -0.36 -1.37 -0.38
C -2.700 -3.515 -4.886 -0.97 1.38 -0.18
C -1.962 -2.118 -5.091 0.58 -0.90 -0.99
C -0.390 -2.328 -5.169 0.21 0.49 -0.38
Ga 0.725 -1.066 -3.983 -0.71 0.32 0.36
N 2.632 -1.602 -4.277 -0.05 0.02 0.63
C 2.644 -2.781 -4.049 0.13 -0.11 -1.46
O 2.648 -3.967 -4.039 0.27 -0.30 0.68
H -0.152 -6.335 -3.070 -0.76 0.53 -0.12
H -1.610 -6.108 -4.146 0.32 0.25 0.78
H -1.809 -6.706 -2.466 0.43 0.73 -0.55
H -1.671 -1.794 -2.268 -0.43 -0.64 0.38
H -3.265 -2.114 -1.391 0.93 -0.28 -0.38
H -1.694 -2.638 -0.688 -0.44 -0.13 -1.02
H -3.901 -4.755 -3.550 0.36 0.92 0.03
H -4.186 -3.007 -3.259 0.88 -0.50 -0.34
H -1.993 -4.316 -5.202 -0.58 0.49 0.53
H -3.545 -3.533 -5.639 0.65 -0.21 0.80
H -2.271 -1.759 -6.115 0.15 -0.16 1.06
H -2.283 -1.319 -4.378 0.19 -0.80 -0.33
H -0.054 -3.371 -4.935 -0.54 0.76 -0.14
H -0.059 -2.121 -6.229 -0.28 -0.30 0.96
H 0.480 0.496 -4.278 0.16 -0.08 -0.25
H 0.482 -1.292 -2.396 0.06 0.06 -0.17
C -0.404 -2.859 2.440 -0.04 -0.26 0.38
C 0.528 -1.631 2.383 -0.71 -1.79 -1.27
C 1.971 -2.039 2.726 0.23 0.27 0.45
C 2.204 -2.270 4.214 -0.03 0.03 -0.02
C 1.747 -1.057 5.018 0.32 -0.11 -0.35
C 0.290 -0.662 4.734 -0.91 -0.58 1.82
N -0.001 -0.551 3.273 2.89 1.79 -0.48
O 0.504 0.597 2.849 -1.16 -0.86 0.47
C -0.652 -1.695 5.397 -0.06 -0.35 -0.02
C -0.020 0.646 5.487 0.16 0.46 -0.56
C 0.500 -1.242 0.888 0.07 0.69 0.30
H -0.462 -3.333 3.417 -0.02 0.07 0.05
H -1.419 -2.591 2.136 0.06 0.08 0.03
H -0.054 -3.637 1.758 0.07 0.21 -0.09
H 2.662 -1.257 2.390 -0.17 0.08 -0.02
H 2.245 -2.941 2.174 -0.24 0.08 -0.14
H 1.687 -3.176 4.545 -0.03 0.04 0.01
H 3.269 -2.444 4.393 -0.05 -0.03 0.01
H 1.877 -1.261 6.086 -0.24 0.11 0.00
H 2.412 -0.216 4.788 -0.16 0.04 -0.09
H -1.673 -1.599 5.021 0.08 -0.01 -0.07
H -0.693 -1.546 6.479 0.11 0.19 -0.10
H -0.328 -2.726 5.268 -0.05 0.02 -0.15
H 0.652 1.460 5.208 -0.11 -0.09 -0.20
H 0.100 0.507 6.564 0.00 -0.28 -0.11
H -1.048 0.970 5.306 0.06 -0.02 -0.06
H -0.494 -0.903 0.586 0.07 0.02 0.04
H 0.758 -2.099 0.263 -0.07 -0.07 0.17
H 1.217 -0.456 0.645 -0.13 0.02 0.11
C 1.267 2.889 1.205 -0.07 0.48 0.26
C 1.128 3.399 -0.243 1.24 -1.48 1.35
C 2.273 4.370 -0.585 -0.20 0.50 -0.23
C 2.101 5.758 0.020 0.01 -0.03 0.00
C 0.737 6.333 -0.348 0.38 -0.13 -0.22
C -0.427 5.405 0.034 -0.80 1.05 1.62
N -0.225 4.003 -0.440 0.90 1.08 -3.14
O -0.491 3.979 -1.737 -0.41 -0.35 1.18
C -0.615 5.437 1.568 0.18 -0.06 0.29
C -1.736 6.015 -0.505 -0.01 -0.36 -0.63
C 1.343 2.116 -1.073 -0.57 0.31 -0.60
H 1.218 3.666 1.966 -0.06 0.06 -0.02
H 0.496 2.155 1.428 0.03 0.12 -0.11
H 2.234 2.401 1.351 -0.07 -0.04 -0.21
H 2.347 4.478 -1.673 -0.16 -0.09 0.02
H 3.228 3.952 -0.257 -0.16 -0.22 0.03
H 2.228 5.719 1.107 -0.06 -0.01 -0.01
H 2.887 6.419 -0.357 -0.02 -0.01 0.05
H 0.613 7.307 0.135 -0.23 -0.11 0.05
H 0.720 6.525 -1.428 -0.11 -0.16 0.02
H -1.255 4.620 1.907 0.09 -0.03 -0.07
H -1.091 6.370 1.883 -0.02 -0.01 -0.24
H 0.321 5.399 2.123 0.00 -0.16 -0.05
H -1.715 6.167 -1.585 0.05 -0.24 0.05
H -1.912 6.998 -0.061 0.22 -0.12 0.17
H -2.593 5.383 -0.262 0.07 -0.03 -0.04
H 0.542 1.393 -0.905 0.02 0.08 -0.08
H 2.282 1.636 -0.792 -0.03 0.18 0.21
H 1.407 2.311 -2.144 -0.20 0.01 0.08
```
Positions in Å, forces in eV/Å.

No. 6
The molecule C13H15N3O4S2, computed with ωB97M-V/def2-TZVPD.

Calculated values
Maximum force, Eh/bohr: 0.0254
LUMO energy, eV: 0.48
Relative energy (zero: lowest compared OMol25 entry of this formula, charge and spin), kcal/mol: 80.5

```
37
Properties=species:S:1:pos:R:3:forces:R:3
O -1.287 2.853 1.702 -0.19 0.11 0.20
C -0.489 2.328 0.962 0.11 -0.42 -0.40
N 0.634 2.952 0.492 0.41 -0.06 -0.31
C 1.036 4.231 0.804 0.32 1.04 0.30
C 0.398 5.194 1.635 0.30 0.33 -0.05
C 1.246 6.255 1.573 -0.44 -0.65 -0.01
O 2.288 5.970 0.788 -0.01 0.68 0.30
N 2.156 4.710 0.312 -0.16 -1.22 -0.44
C -0.591 0.890 0.481 -0.30 0.08 0.35
C 0.381 0.026 1.303 0.04 -0.02 -0.09
C 0.031 -1.463 1.115 0.48 0.03 0.30
N -0.760 -1.686 -0.074 0.49 0.14 -0.96
S 0.111 -1.554 -1.502 -0.21 -0.94 -0.12
O 1.359 -0.875 -1.293 0.03 -0.19 0.29
O -0.754 -1.098 -2.547 -0.23 -0.11 0.09
C 0.470 -3.262 -1.796 0.29 0.40 0.15
C -0.209 -4.129 -2.594 -0.07 0.39 0.02
C 0.333 -5.431 -2.554 0.11 -0.05 0.10
C 1.405 -5.520 -1.722 0.04 0.35 0.23
S 1.777 -4.016 -0.976 -0.10 -0.28 -0.31
C -2.062 -1.046 -0.035 -0.55 0.16 -0.17
C -2.004 0.333 0.640 0.19 0.08 -0.10
H 1.255 2.455 -0.132 -0.13 -0.05 0.05
H -0.522 5.080 2.163 -0.16 0.05 0.12
H 1.225 7.229 2.019 0.05 0.18 0.04
H -0.309 0.843 -0.576 0.01 0.17 0.12
H 0.303 0.291 2.359 0.00 0.04 0.01
H 1.403 0.207 0.970 0.00 0.01 0.12
H 0.939 -2.060 1.023 -0.03 -0.01 0.29
H -0.549 -1.840 1.962 0.06 -0.05 -0.08
H -1.052 -3.826 -3.188 -0.18 0.06 -0.13
H -0.057 -6.258 -3.120 -0.03 -0.15 -0.09
H 2.003 -6.382 -1.504 0.13 -0.19 0.03
H -2.383 -0.956 -1.072 -0.21 0.03 0.18
H -2.754 -1.712 0.492 0.05 0.05 -0.08
H -2.731 1.006 0.187 -0.06 -0.03 0.08
H -2.238 0.259 1.704 -0.04 0.06 0.00
```
Positions in Å, forces in eV/Å.

Number 1 is which compound?
C4H6N2O2

What is the formula in the fourth record?
C10H30ClIIrP3

What is the formula in the first record?
C4H6N2O2

The lowest maximum force belongs to which entry?
C13H15N3O4S2